(1)
{"formula": "C10H26BF7O16S2", "method": "ωB97M-V/def2-TZVPD", "total_energy_ev": -84921.3940, "fmax_ha_per_bohr": 0.0619, "homo_ev": -10.7, "charge": 0, "homo_lumo_gap_ev": 10.62, "smiles": "O=S(=O)(O)CCC[C@@]1(B(O)O)OS(=O)(=O)O[C@@]1(CCO)C(F)(F)C(F)(F)C(F)(F)F.O.O.O.O.O.O", "symbols": ["O", "S", "O", "O", "C", "C", "C", "C", "B", "O", "O", "O", "S", "O", "O", "O", "C", "C", "C", "O", "C", "F", "F", "C", "F", "F", "C", "F", "F", "F", "H", "H", "H", "H", "H", "H", "H", "H", "H", "H", "H", "H", "H", "H", "O", "H", "H", "O", "H", "H", "O", "H", "H", "O", "H", "H", "O", "H", "H", "O", "H", "H"], "positions_angstrom": [[-4.145111, 1.624954, -3.403728], [-4.239091, 0.202661, -3.322088], [-4.103852, -0.363406, -4.625693], [-5.716633, -0.135907, -2.757956], [-2.968826, -0.441563, -2.194262], [-1.740754, 0.488556, -2.390925], [-0.441218, -0.033239, -1.728800], [-0.100309, 0.684877, -0.369045], [0.272517, 2.236827, -0.650497], [-0.722836, 3.199931, -0.640223], [1.562409, 2.647016, -0.911256], [-1.411609, 0.708817, 0.278311], [-1.531873, -0.692173, 1.105595], [-2.269143, -1.726237, 0.488872], [-1.974665, -0.364964, 2.399708], [0.030392, -1.130902, 1.076915], [0.886624, -0.057216, 0.585316], [1.041226, 0.822130, 1.862460], [1.507735, 0.016979, 3.112712], [0.591180, 0.235607, 4.191959], [2.235886, -0.524096, -0.019762], [3.208372, 0.069355, 0.742295], [2.438022, -0.056028, -1.234886], [2.522907, -2.043573, 0.097329], [2.421773, -2.469650, 1.358704], [3.810772, -2.198826, -0.253827], [1.705328, -3.018909, -0.817616], [0.669341, -3.541258, -0.206870], [2.509041, -4.049497, -1.088961], [1.349318, -2.503084, -1.974258], [-5.685207, 0.089875, -1.810156], [-2.759360, -1.497905, -2.369784], [-3.356879, -0.253886, -1.185661], [-2.050291, 1.489602, -2.079591], [-1.578278, 0.548988, -3.477235], [0.380936, 0.015498, -2.448638], [-0.600482, -1.101060, -1.508467], [-0.889846, 3.442632, -1.566546], [2.015755, 2.978331, -0.123914], [1.756899, 1.644287, 1.720551], [0.101275, 1.316364, 2.138996], [2.466860, 0.408322, 3.469858], [1.569050, -1.064119, 2.952208], [-0.120263, -0.413965, 4.107299], [4.825154, -1.962763, 3.434831], [4.108054, -2.081403, 2.803671], [5.221711, -2.839698, 3.503333], [4.596103, -1.871470, 6.384859], [4.838220, -2.275901, 5.541719], [5.388211, -1.392431, 6.652312], [-6.259683, 1.796170, -6.168176], [-6.616714, 1.165620, -6.802624], [-5.586284, 1.295037, -5.691497], [3.026589, 0.712636, 6.329646], [2.265759, 0.729855, 5.736602], [3.364368, -0.190547, 6.256112], [-7.847632, 3.554380, -3.915155], [-7.605794, 2.995505, -4.665305], [-8.344180, 2.968345, -3.335301], [5.403662, 1.113631, -0.798995], [5.827117, 0.382704, -1.261633], [4.840867, 0.687066, -0.142475]], "forces_ev_per_a": [[0.154, 0.673, 1.462], [-0.025, 1.086, -1.825], [-0.342, -1.587, 0.113], [1.415, -0.540, 0.452], [-0.371, 1.145, 0.492], [-0.140, -0.256, -0.800], [0.098, -0.280, 0.206], [-0.147, 0.819, -2.195], [0.086, 0.898, 0.312], [-0.070, -1.133, -0.708], [-0.058, -0.762, 0.420], [0.914, -2.075, 1.361], [-0.130, 0.321, 0.260], [0.062, -0.287, -1.351], [0.423, 0.630, 1.185], [-0.243, -0.320, -0.717], [-2.409, 1.609, 1.318], [1.283, 0.127, 0.237], [-0.503, 0.432, 0.491], [0.221, -0.231, -0.143], [-0.514, 0.297, 1.615], [0.128, -0.364, 0.303], [-0.169, -0.408, -0.890], [0.260, -0.164, -1.077], [-0.280, 0.082, 0.419], [0.278, 0.216, -0.209], [0.834, -1.254, 0.143], [-0.890, 0.386, 0.417], [0.450, -0.209, -0.084], [-0.277, 0.749, -0.333], [-0.445, 0.040, -0.181], [-0.286, 0.160, -0.065], [0.011, -0.483, -0.174], [0.262, -0.192, 0.094], [0.139, 0.042, 0.279], [-0.067, 0.115, 0.256], [0.197, 0.252, -0.050], [-0.085, 0.611, 0.401], [0.130, 0.179, -0.415], [-0.160, -0.278, -0.234], [-0.009, -0.427, -0.321], [-0.091, -0.260, -0.208], [0.236, 0.330, -0.254], [-0.016, 0.291, 0.081], [0.088, -0.276, 0.030], [-0.043, 0.040, 0.036], [0.068, 0.052, -0.219], [0.142, -0.092, 0.081], [-0.245, 0.330, -0.002], [-0.056, 0.013, 0.059], [-0.131, -0.112, 0.045], [0.004, 0.067, 0.017], [0.087, 0.082, 0.031], [-0.057, 0.001, -0.239], [-0.119, -0.007, 0.172], [0.098, -0.089, 0.072], [-0.124, -0.148, 0.012], [0.218, 0.018, -0.067], [0.018, 0.070, -0.021], [-0.025, -0.138, 0.029], [0.027, 0.092, 0.006], [0.194, 0.113, -0.124]]}



(2)
{"formula": "C10H26BFN2O6P", "method": "ωB97M-V/def2-TZVPD", "total_energy_ev": -38742.2465, "fmax_ha_per_bohr": 0.0248, "homo_ev": -4.7, "charge": -1, "homo_lumo_gap_ev": 6.88, "symbols": ["N", "P", "O", "O", "B", "C", "O", "N", "C", "O", "F", "H", "H", "H", "H", "H", "H", "C", "C", "O", "C", "C", "H", "H", "H", "H", "H", "H", "H", "H", "H", "H", "C", "C", "O", "C", "C", "H", "H", "H", "H", "H", "H", "H", "H", "H", "H"], "positions_angstrom": [[1.974006, -2.980810, -1.751368], [3.039677, -3.170001, -0.611297], [3.824731, -1.782679, -0.271364], [2.309719, -3.473583, 0.820453], [4.361438, -4.532578, -0.937871], [4.799011, -5.243026, 0.437062], [4.098595, -5.990790, 1.088313], [6.212362, -5.055774, 0.955018], [6.384354, -4.563125, 2.225315], [7.413649, -4.497645, 2.830826], [5.252652, -4.055276, 2.757157], [1.038969, -3.121938, -1.382552], [3.391690, -1.343039, 0.476047], [1.854416, -4.324417, 0.761316], [3.778657, -5.372080, -1.583938], [5.286765, -4.093794, -1.583601], [6.638900, -5.979869, 0.941684], [2.522681, 1.755226, -1.589850], [1.486058, 0.720440, -1.187026], [0.985717, 0.896885, 0.133631], [0.338573, 2.121596, 0.397482], [-0.881416, 2.385077, -0.470039], [3.362744, 1.742129, -0.893977], [2.896158, 1.527315, -2.588157], [2.116935, 2.769899, -1.607641], [1.941061, -0.267234, -1.199307], [0.663604, 0.695368, -1.910298], [1.044779, 2.958780, 0.321762], [0.033599, 2.062301, 1.443473], [-0.620735, 2.462448, -1.526488], [-1.360735, 3.319098, -0.172413], [-1.606688, 1.577541, -0.362652], [-5.699283, 1.309206, 1.437026], [-5.218700, 2.737211, 1.632343], [-4.456098, 3.243898, 0.554425], [-5.099089, 3.293099, -0.703923], [-6.346721, 4.160401, -0.733586], [-4.853842, 0.643371, 1.262621], [-6.231485, 0.971403, 2.326817], [-6.379688, 1.217058, 0.589303], [-4.551304, 2.782711, 2.492890], [-6.065203, 3.399405, 1.852539], [-5.328260, 2.282014, -1.059815], [-4.352018, 3.702370, -1.383825], [-7.127755, 3.779910, -0.074006], [-6.752844, 4.191002, -1.745223], [-6.110752, 5.178933, -0.422343]], "forces_ev_per_a": [[0.035, -0.036, 0.262], [-0.228, -0.513, -1.147], [-0.037, -0.022, 0.788], [-0.033, 0.141, 0.349], [0.422, -0.058, -0.227], [-0.709, -0.210, 0.267], [0.502, 0.245, -0.252], [-0.627, -0.482, 0.592], [0.311, 0.159, -0.255], [-0.232, -0.166, 0.157], [0.161, 0.207, -0.178], [-0.086, 0.229, -0.190], [0.044, 0.087, -0.167], [0.203, 0.069, 0.122], [-0.108, -0.011, 0.098], [-0.032, 0.115, 0.150], [0.416, 0.303, -0.329], [-0.068, 0.115, 0.087], [0.105, -0.017, -0.092], [0.012, -0.070, 0.062], [0.015, 0.065, 0.008], [-0.014, -0.045, -0.069], [0.026, -0.029, -0.016], [0.026, -0.043, 0.002], [-0.012, -0.012, -0.056], [-0.090, -0.086, -0.014], [-0.021, 0.043, 0.020], [-0.012, 0.003, -0.039], [0.009, -0.013, 0.013], [0.027, 0.043, 0.007], [-0.021, -0.014, 0.038], [-0.016, 0.003, 0.012], [0.030, 0.000, -0.096], [-0.074, -0.038, 0.066], [0.111, 0.092, 0.029], [-0.034, -0.054, -0.085], [0.008, 0.022, 0.093], [0.009, -0.011, 0.012], [0.015, -0.001, 0.024], [-0.041, 0.017, 0.031], [0.023, 0.018, -0.009], [-0.016, -0.015, -0.038], [-0.031, -0.001, 0.025], [0.029, -0.005, 0.009], [-0.016, -0.037, -0.035], [0.014, 0.006, -0.017], [0.002, 0.009, -0.009]]}